{
  "formula": "C29H30BrN3O6PPbS2",
  "method": "ωB97M-V/def2-TZVPD",
  "elements": ["Pb", "O", "C", "C", "C", "C", "C", "C", "C", "O", "N", "N", "C", "S", "C", "C", "S", "H", "H", "H", "H", "H", "H", "H", "H", "H", "O", "C", "O", "C", "P", "C", "C", "C", "C", "C", "C", "C", "C", "C", "C", "C", "C", "H", "H", "H", "H", "H", "H", "H", "H", "H", "H", "H", "H", "Br", "O", "C", "O", "C", "N", "C", "C", "C", "H", "H", "H", "H", "H", "H", "H", "H", "H"],
  "coordinates": [[0.72, -0.40, 0.23], [-0.98, -4.16, -3.68], [-2.07, -3.44, -3.39], [-3.22, -3.66, -4.15], [-4.38, -2.96, -3.90], [-4.43, -2.02, -2.87], [-3.29, -1.78, -2.12], [-2.10, -2.46, -2.38], [-0.91, -2.13, -1.57], [-1.00, -1.03, -0.86], [0.14, -2.89, -1.63], [1.16, -2.46, -0.80], [2.17, -3.23, -0.69], [2.38, -4.67, -1.65], [3.90, -5.19, -0.80], [4.63, -3.95, -0.34], [3.41, -2.90, 0.49], [-0.27, -3.92, -3.05], [-3.17, -4.41, -4.93], [-5.26, -3.17, -4.49], [-5.36, -1.52, -2.63], [-3.32, -1.10, -1.28], [4.49, -5.76, -1.52], [3.63, -5.83, 0.04], [5.08, -3.41, -1.17], [5.41, -4.19, 0.39], [-0.77, -2.61, 3.52], [-0.21, -1.75, 2.89], [0.55, -1.94, 1.84], [-0.36, -0.28, 3.36], [0.78, 0.82, 2.52], [0.30, 2.53, 2.71], [-1.00, 2.90, 2.34], [-1.42, 4.20, 2.53], [-0.56, 5.14, 3.09], [0.73, 4.77, 3.46], [1.16, 3.47, 3.27], [2.45, 0.53, 3.08], [2.72, -0.39, 4.09], [4.04, -0.62, 4.47], [5.07, 0.04, 3.83], [4.81, 0.95, 2.81], [3.50, 1.19, 2.43], [-0.21, -0.23, 4.44], [-1.38, 0.06, 3.17], [-1.67, 2.18, 1.87], [-2.42, 4.48, 2.25], [-0.89, 6.16, 3.24], [1.40, 5.50, 3.90], [2.16, 3.19, 3.58], [1.93, -0.93, 4.59], [4.25, -1.34, 5.25], [6.10, -0.15, 4.13], [5.62, 1.46, 2.31], [3.29, 1.89, 1.62], [2.71, 0.49, -1.13], [-2.68, 1.56, -0.18], [-1.64, 1.54, -0.85], [-0.44, 1.55, -0.45], [-1.81, 1.54, -2.39], [-3.29, 1.62, -2.64], [-3.60, 2.97, -3.23], [-2.35, 3.80, -2.93], [-1.23, 2.77, -3.07], [-1.42, 0.59, -2.76], [-3.67, 1.52, -1.67], [-3.63, 0.85, -3.21], [-4.52, 3.35, -2.78], [-3.75, 2.84, -4.30], [-2.39, 4.19, -1.92], [-2.26, 4.64, -3.62], [-0.30, 3.07, -2.60], [-1.03, 2.56, -4.13]],
  "lowdin_charge": [1.0250, 0.0814, -0.2561, 0.0040, -0.0661, -0.0964, -0.0467, -0.0730, -0.3775, -0.1729, 0.0498, -0.2018, -0.9071, 0.9970, -0.4969, -0.4924, 0.9319, 0.0618, 0.1255, 0.1109, 0.1026, 0.1128, 0.0859, 0.0839, 0.0863, 0.0869, 0.1072, -0.6841, -0.2117, -0.2047, 1.0407, -0.3285, -0.0817, -0.0527, -0.0553, -0.0596, -0.0653, -0.3656, -0.0561, -0.0520, -0.0542, -0.0553, -0.1226, 0.1121, 0.1100, 0.0876, 0.1139, 0.1128, 0.1131, 0.1033, 0.1124, 0.1155, 0.1134, 0.1156, 0.0920, 0.1607, 0.0352, -0.6235, -0.1733, -0.1609, 0.0973, -0.0864, -0.1396, -0.1040, 0.1549, 0.1468, 0.1627, 0.1326, 0.1331, 0.1247, 0.1242, 0.1285, 0.1284],
  "e_tot_ev": -153560.9608,
  "homo_lumo_gap_ev": 6.40,
  "charge": 1,
  "de_lowest_kcal_mol": 34.6,
  "fmax_ev_per_a": 0.3
}

{
  "formula": "C29H30N5O3S5SbSn",
  "method": "ωB97M-V/def2-TZVPD",
  "elements": ["Sn", "S", "Sb", "S", "S", "S", "C", "O", "C", "C", "C", "C", "C", "C", "N", "C", "N", "C", "C", "C", "C", "C", "C", "O", "C", "N", "C", "C", "C", "C", "C", "C", "O", "C", "H", "H", "H", "H", "H", "H", "H", "H", "H", "H", "H", "H", "H", "H", "H", "H", "H", "H", "H", "H", "H", "H", "N", "C", "S", "N", "C", "C", "C", "C", "C", "C", "H", "H", "H", "H", "H", "H", "H", "H"],
  "coordinates": [[0.28, -2.10, -1.10], [-1.26, -6.50, -2.75], [0.51, -5.35, -1.91], [0.74, -3.20, -3.21], [-0.36, -4.17, 0.09], [2.58, -6.15, -1.51], [-0.51, 3.91, 1.55], [0.73, 4.55, 1.70], [1.79, 4.34, 0.88], [2.86, 5.21, 1.12], [4.03, 5.14, 0.41], [4.18, 4.18, -0.59], [3.14, 3.32, -0.85], [1.95, 3.36, -0.12], [0.94, 2.41, -0.42], [1.12, 1.06, -0.42], [2.28, 0.63, 0.09], [2.87, -0.62, 0.17], [2.33, -1.84, -0.18], [3.10, -2.99, -0.05], [4.41, -2.92, 0.39], [4.95, -1.71, 0.78], [4.18, -0.57, 0.70], [4.65, 0.67, 1.08], [4.27, 1.06, 2.40], [0.16, 0.26, -0.79], [-0.97, 0.90, -1.32], [-0.97, 1.17, -2.68], [-2.05, 1.78, -3.29], [-3.14, 2.15, -2.52], [-3.14, 1.90, -1.16], [-2.07, 1.27, -0.53], [-2.19, 1.13, 0.82], [-1.52, 0.12, 1.54], [-1.14, 4.33, 2.33], [-0.44, 2.83, 1.69], [-0.97, 4.13, 0.58], [2.71, 5.95, 1.89], [4.83, 5.83, 0.62], [5.09, 4.13, -1.16], [3.24, 2.58, -1.63], [0.08, 2.73, -0.82], [2.96, 1.36, 0.29], [2.71, -3.96, -0.31], [4.98, -3.84, 0.45], [5.96, -1.63, 1.13], [5.11, 0.93, 3.09], [3.42, 0.48, 2.75], [4.00, 2.12, 2.37], [-0.10, 0.87, -3.25], [-2.05, 1.95, -4.35], [-3.99, 2.60, -2.98], [-3.98, 2.19, -0.53], [-1.92, 0.19, 2.55], [-0.44, 0.26, 1.57], [-1.74, -0.87, 1.15], [-2.61, -3.80, -2.85], [-2.88, -3.10, -1.77], [-2.25, -1.49, -1.66], [-3.63, -3.60, -0.80], [-4.00, -2.88, 0.36], [-4.62, -1.64, 0.25], [-4.96, -0.94, 1.40], [-4.68, -1.47, 2.64], [-4.08, -2.71, 2.75], [-3.75, -3.43, 1.61], [-1.97, -3.38, -3.52], [-2.65, -4.83, -2.88], [-3.78, -4.61, -0.79], [-4.83, -1.23, -0.72], [-5.43, 0.03, 1.31], [-4.95, -0.92, 3.53], [-3.84, -3.12, 3.73], [-3.28, -4.40, 1.68]],
  "lowdin_charge": [0.5571, -0.0964, 0.0346, -0.0091, 0.0113, -0.1080, -0.0585, -0.0628, -0.2054, 0.0000, -0.0717, -0.0744, -0.0309, -0.1636, 0.1515, -0.3626, 0.1703, -0.1966, -0.2063, -0.1549, -0.0605, 0.0031, -0.2375, -0.1264, -0.0595, 0.0049, -0.4062, -0.0651, -0.0797, -0.0710, -0.0102, -0.2995, -0.0854, -0.0730, 0.1029, 0.0796, 0.0996, 0.1226, 0.1082, 0.1075, 0.1296, 0.1376, 0.1142, -0.0316, 0.1103, 0.1213, 0.0938, 0.1011, 0.0854, 0.1291, 0.1076, 0.1067, 0.1215, 0.1009, 0.0821, 0.0639, 0.0827, -0.7740, 0.7706, 0.0824, -0.2794, -0.0640, -0.0777, -0.0926, -0.0755, -0.0282, 0.0499, -0.0430, 0.1691, 0.1024, 0.1074, 0.1039, 0.1069, 0.1078],
  "e_tot_ev": -110699.9090,
  "homo_lumo_gap_ev": 7.13,
  "charge": 0,
  "de_lowest_kcal_mol": 0.0,
  "fmax_ev_per_a": 1.8
}

{
  "formula": "C29H30N6O2Re",
  "method": "ωB97M-V/def2-TZVPD",
  "elements": ["Re", "C", "N", "C", "C", "C", "C", "C", "C", "C", "N", "C", "C", "C", "C", "C", "C", "N", "C", "C", "H", "H", "H", "H", "H", "H", "H", "H", "H", "H", "H", "H", "H", "H", "H", "H", "H", "H", "H", "H", "O", "C", "C", "C", "C", "C", "C", "C", "O", "N", "N", "C", "C", "C", "C", "C", "C", "N", "H", "H", "H", "H", "H", "H", "H", "H", "H", "H"],
  "coordinates": [[-0.03, -0.15, -0.56], [3.00, -0.24, 0.42], [2.24, 0.02, -0.81], [2.63, -0.97, -1.84], [2.49, 1.41, -1.18], [3.68, 1.82, -1.75], [3.94, 3.17, -1.93], [3.01, 4.10, -1.51], [1.82, 3.70, -0.94], [1.51, 2.35, -0.77], [0.35, 1.81, -0.23], [-0.36, 2.48, 0.77], [-0.71, 3.83, 0.80], [-1.21, 4.42, 1.94], [-1.38, 3.67, 3.10], [-1.15, 2.31, 3.06], [-0.70, 1.70, 1.90], [-0.54, 0.25, 1.82], [-1.82, -0.38, 2.19], [0.51, -0.18, 2.76], [4.07, -0.27, 0.21], [2.83, 0.56, 1.13], [2.71, -1.20, 0.85], [3.72, -1.06, -1.92], [2.24, -1.94, -1.55], [2.23, -0.69, -2.81], [4.44, 1.10, -2.02], [4.87, 3.49, -2.36], [3.21, 5.16, -1.61], [1.14, 4.47, -0.61], [-0.63, 4.43, -0.10], [-1.45, 5.47, 1.94], [-1.71, 4.14, 4.01], [-1.31, 1.73, 3.96], [-2.11, -0.12, 3.21], [-2.60, -0.06, 1.51], [-1.73, -1.47, 2.16], [0.18, -0.09, 3.79], [0.77, -1.22, 2.57], [1.39, 0.45, 2.63], [0.93, -4.40, 1.34], [-0.35, -4.62, 1.66], [-0.64, -5.62, 2.60], [-1.94, -5.89, 2.94], [-2.99, -5.19, 2.35], [-2.73, -4.19, 1.44], [-1.41, -3.87, 1.09], [-1.17, -2.72, 0.25], [0.02, -2.24, 0.03], [-2.21, -2.12, -0.29], [-1.87, -1.04, -0.97], [-2.55, -0.67, -2.02], [-1.87, 0.20, -2.91], [-2.41, 0.63, -4.13], [-1.64, 1.36, -5.00], [-0.32, 1.65, -4.63], [0.15, 1.21, -3.42], [-0.59, 0.51, -2.55], [0.98, -3.68, 0.67], [0.18, -6.17, 3.03], [-2.16, -6.65, 3.68], [-4.02, -5.43, 2.60], [-3.52, -3.63, 0.98], [-3.49, -1.15, -2.28], [-3.43, 0.35, -4.37], [-2.04, 1.72, -5.93], [0.33, 2.21, -5.28], [1.17, 1.45, -3.13]],
  "nbo_charge": [1.4817, -0.4128, -0.4546, -0.4266, 0.1331, -0.1924, -0.1572, -0.1768, -0.1825, 0.0713, -0.4326, 0.1497, -0.2219, -0.1757, -0.1708, -0.1653, 0.0933, -0.4683, -0.4195, -0.4134, 0.2242, 0.2190, 0.2281, 0.2254, 0.2374, 0.2230, 0.2351, 0.2489, 0.2495, 0.2386, 0.2273, 0.2463, 0.2464, 0.2285, 0.2144, 0.2229, 0.2319, 0.2194, 0.2273, 0.2121, -0.6588, 0.4548, -0.2995, -0.1170, -0.2445, -0.1229, -0.2959, 0.6038, -0.7640, -0.3924, -0.2603, 0.1013, 0.1295, -0.1787, -0.1018, -0.2190, 0.0751, -0.4702, 0.5002, 0.2424, 0.2369, 0.2348, 0.2385, 0.2486, 0.2549, 0.2572, 0.2552, 0.2272],
  "e_tot_ev": -45710.6831,
  "homo_lumo_gap_ev": [4.60, 5.28],
  "charge": 2,
  "s2": 1.192,
  "de_lowest_kcal_mol": 43.5,
  "fmax_ev_per_a": 1.8,
  "spin_multiplicity": 2
}